Record 1
The following is a quantum chemistry calculation of a molecular structure, C2FI2O2 in a non-equilibrium geometry, from OMol25.

Values from the calculation:
relative energy (zero: lowest compared OMol25 entry of this formula, charge and spin)	79.2	kJ/mol
LUMO level (alpha / beta)	3.17 / 3.17	eV

```
! wB97M-V def2-TZVPD RIJCOSX def2/J DEFGRID3
* xyz -1 1
I -1.026 -0.942 -1.957
I -1.353 0.548 1.172
F -1.921 -2.167 0.486
O 1.737 1.173 -1.101
O 1.709 1.406 1.171
C -0.828 -1.323 0.195
C 1.682 1.305 0.033
*
```



Record 2
The following is a quantum chemistry calculation of a single C2FNO2 molecule in a non-equilibrium geometry, from OMol25.

Values from the calculation:
relative energy (zero: lowest compared OMol25 entry of this formula, charge and spin)	626.8	kJ/mol
LUMO level	-0.47	eV

```
! wB97M-V def2-TZVPD RIJCOSX def2/J DEFGRID3
* xyz 0 1
F -2.613 -0.724 0.708
O -0.548 -0.354 0.561
O 2.603 0.970 -0.490
N 1.541 0.571 -0.156
C 0.585 -0.078 0.013
C -1.676 -0.320 -0.138
*
```



- What is the formula in the first record?
  C2FI2O2